Here is a gas-phase ion, C13H10N5O6P2 (charge -3) from the Open Molecules 2025 dataset. Energies are from ωB97M-V/def2-TZVPD.

The geometry in XYZ format:
```
36
Properties=species:S:1:pos:R:3:forces:R:3:nbo_charge:R:1
H 3.749493 -3.434793 1.695858 0.3 -0.4 0.1 0.19
C -0.462737 2.699566 1.872412 1.5 -1.6 -0.9 0.27
N -1.893477 -3.655454 -2.719772 -0.1 0.3 -0.1 -0.49
C -1.249954 -1.450177 -1.930629 -2.3 0.0 -1.2 -0.27
H 1.141158 -3.700153 -1.301195 0.1 0.0 -0.1 0.21
N 0.160812 1.441993 0.146737 -0.1 1.5 0.1 -0.27
O 0.640848 4.103004 -1.529286 -0.4 -2.0 0.1 -1.20
H 0.456680 -0.036887 -0.892365 0.2 -0.4 -0.3 0.46
C 0.512433 0.884786 1.283700 -1.0 0.9 1.2 0.23
C 0.238039 -3.254826 -1.678688 0.0 -0.8 -0.2 -0.31
O -2.964339 2.488436 -0.488214 1.2 -2.6 -1.2 -1.29
H 2.684096 -2.836091 -0.489810 0.2 0.0 0.1 0.19
C -0.039986 -1.912747 -1.497131 1.3 0.6 0.5 0.20
C 2.698898 -1.826573 2.759871 -0.3 -0.2 -0.9 -0.25
H -1.498057 -0.391026 -1.843931 -0.1 -0.2 0.2 0.28
H 1.661042 -0.090847 3.453709 -0.3 0.6 0.6 0.23
N -0.421603 2.644938 0.512423 0.4 -0.4 0.9 -0.42
H -0.417713 -5.102366 -2.448696 -0.2 -0.1 -0.3 0.16
C -2.181586 -2.358116 -2.498246 1.8 0.1 0.5 0.04
H -0.812271 3.507168 2.467190 -0.5 0.6 -0.3 0.25
O -4.244734 4.558310 -0.931372 -0.6 1.1 -1.8 -1.30
C 3.031762 -2.645331 1.647794 -1.4 2.3 0.0 -0.25
C 1.515754 -1.242373 0.275205 0.5 0.1 1.0 0.18
N 0.143331 1.632957 2.403080 0.0 -0.5 -0.8 -0.57
C 1.839605 -0.713151 2.616225 1.0 -1.4 -0.8 -0.19
O 0.012953 5.386194 0.445313 -0.9 -2.3 0.9 -1.17
N 0.863239 -0.996691 -0.939828 -0.6 0.7 0.0 -0.63
H -3.165140 -2.030255 -2.773030 -0.3 0.2 -0.1 0.19
O -1.774827 4.594752 -1.155841 2.7 -0.6 0.2 -1.05
C -0.677192 -4.054507 -2.336376 -0.2 0.2 0.7 0.02
C 2.448068 -2.277681 0.406730 0.0 -0.5 0.7 -0.26
P -0.384864 4.194846 -0.429849 2.8 5.2 -2.1 2.43
H 3.090732 -2.018317 3.750980 0.2 -0.2 0.0 0.19
P -2.980670 3.973772 -0.348733 -7.1 -1.1 1.1 2.49
C 1.275555 -0.372841 1.392132 0.0 -0.3 -0.6 -0.05
O -2.995347 4.290481 1.103633 2.1 1.2 2.7 -1.27
```
Positions in Å, forces in eV/Å.

For the HOMO energy, the calculation gives 3.46 eV. The total charge is -3. Its HOMO-LUMO gap is 2.5497 eV.